No. 1
{"formula": "C26H31Br2N3O2PPdS2", "method": "wB97M-V/def2-TZVPD", "elements": ["Pd", "C", "C", "N", "C", "C", "S", "C", "C", "S", "C", "N", "C", "H", "H", "H", "H", "H", "H", "H", "H", "Br", "C", "C", "C", "N", "C", "C", "H", "H", "H", "H", "C", "C", "P", "C", "C", "C", "C", "H", "H", "H", "H", "H", "H", "H", "H", "H", "H", "H", "H", "H", "H", "H", "Br", "C", "C", "C", "C", "C", "C", "C", "O", "O", "H", "H", "H", "H"], "positions_angstrom": [[-0.28, 0.17, -0.37], [-4.33, -0.35, 0.19], [-3.82, 1.02, 0.48], [-2.81, 1.57, -0.14], [-2.56, 2.83, 0.37], [-3.37, 3.22, 1.39], [-4.51, 1.99, 1.72], [-1.49, 3.63, -0.22], [-1.49, 4.99, -0.25], [-0.12, 5.54, -1.09], [0.38, 3.92, -1.36], [-0.42, 3.02, -0.84], [1.63, 3.69, -2.14], [-4.01, -0.65, -0.80], [-5.42, -0.37, 0.22], [-3.94, -1.05, 0.93], [-3.34, 4.13, 1.96], [-2.23, 5.67, 0.13], [2.05, 4.64, -2.47], [1.42, 3.10, -3.04], [2.38, 3.18, -1.55], [4.50, 0.14, -5.04], [3.14, 0.24, -3.77], [1.81, 0.24, -4.17], [0.83, 0.30, -3.19], [1.12, 0.36, -1.89], [2.40, 0.38, -1.51], [3.44, 0.32, -2.42], [1.53, 0.20, -5.21], [-0.22, 0.32, -3.46], [2.59, 0.44, -0.45], [4.47, 0.33, -2.07], [1.72, -3.66, 1.58], [1.30, -2.22, 1.29], [0.17, -2.01, -0.11], [-1.30, -3.04, 0.19], [-2.50, -2.69, -0.68], [1.03, -2.78, -1.53], [0.18, -2.95, -2.79], [2.26, -3.69, 2.53], [2.39, -4.05, 0.81], [0.87, -4.32, 1.67], [2.16, -1.58, 1.10], [0.79, -1.78, 2.15], [-1.55, -2.91, 1.24], [-0.97, -4.07, 0.03], [-2.72, -1.63, -0.60], [-3.38, -3.24, -0.33], [-2.35, -2.94, -1.73], [1.36, -3.76, -1.17], [1.94, -2.21, -1.73], [-0.51, -3.78, -2.69], [0.83, -3.18, -3.64], [-0.40, -2.06, -3.03], [3.95, 1.39, 4.98], [2.29, 0.98, 4.18], [1.38, 0.17, 4.86], [0.17, -0.13, 4.26], [-0.13, 0.34, 2.98], [0.78, 1.16, 2.33], [1.99, 1.49, 2.93], [-1.43, -0.11, 2.38], [-2.39, -0.34, 3.09], [-1.49, -0.39, 1.09], [1.62, -0.21, 5.84], [-0.56, -0.74, 4.77], [0.54, 1.60, 1.38], [2.68, 2.16, 2.43]], "nbo_charge": [0.73, -0.66, 0.10, -0.49, 0.07, -0.44, 0.49, 0.11, -0.43, 0.49, 0.06, -0.49, -0.66, 0.22, 0.24, 0.26, 0.25, 0.26, 0.24, 0.23, 0.23, 0.16, -0.04, -0.27, 0.07, -0.48, 0.05, -0.27, 0.26, 0.23, 0.23, 0.26, -0.61, -0.76, 1.27, -0.75, -0.61, -0.76, -0.61, 0.24, 0.21, 0.22, 0.24, 0.27, 0.27, 0.24, 0.23, 0.23, 0.21, 0.25, 0.24, 0.22, 0.23, 0.21, 0.09, -0.08, -0.24, -0.15, -0.20, -0.14, -0.26, 0.77, -0.60, -0.78, 0.24, 0.25, 0.19, 0.23], "relative_energy_ev": 1.685, "e_homo_ev": -10.680, "charge": 1, "total_energy_ev": -210550.7901, "lumo_energy_ev": -3.363}


No. 2
{"formula": "C26H31Br42FNO4S2", "method": "wB97M-V/def2-TZVPD", "elements": ["O", "S", "O", "C", "C", "C", "F", "N", "S", "O", "O", "C", "C", "C", "C", "C", "C", "C", "C", "C", "H", "H", "H", "H", "H", "H", "H", "H", "H", "H", "H", "H", "H", "H", "H", "H", "H", "C", "Br", "Br", "Br", "H", "C", "Br", "Br", "Br", "H", "C", "Br", "Br", "Br", "H", "C", "Br", "Br", "Br", "H", "C", "Br", "Br", "Br", "H", "C", "Br", "Br", "Br", "H", "C", "Br", "Br", "Br", "H", "C", "Br", "Br", "Br", "H", "C", "Br", "Br", "Br", "H", "C", "Br", "Br", "Br", "H", "C", "Br", "Br", "Br", "H", "C", "Br", "Br", "Br", "H", "C", "Br", "Br", "Br", "H", "C", "Br", "Br", "Br", "H"], "positions_angstrom": [[7.30, -1.38, 2.21], [7.09, -0.48, 1.00], [8.44, -0.43, 0.29], [6.66, 1.19, 1.63], [7.72, 2.36, 1.23], [7.11, 3.11, -0.03], [7.81, 4.36, -0.23], [5.99, -1.24, -0.05], [4.58, -0.34, -0.35], [4.86, 1.04, -0.96], [3.79, -1.10, -1.41], [3.52, -0.17, 1.16], [1.94, -0.37, 0.88], [1.17, 0.73, 1.77], [-0.36, 0.94, 1.40], [-1.34, -0.15, 0.91], [-2.86, 0.23, 0.62], [-3.38, 1.68, 0.84], [-2.40, 2.82, 1.32], [-0.93, 2.41, 1.59], [6.70, 1.14, 2.78], [5.63, 1.60, 1.37], [7.68, 3.10, 2.11], [8.78, 1.96, 1.09], [7.17, 2.52, -1.01], [5.99, 3.34, 0.12], [3.63, 0.92, 1.53], [3.87, -0.84, 2.01], [1.66, -0.38, -0.22], [1.67, -1.39, 1.34], [1.67, 1.77, 1.72], [1.26, 0.39, 2.87], [-0.96, -1.23, 0.76], [-3.55, -0.61, 0.26], [-4.46, 2.00, 0.64], [-2.74, 3.90, 1.50], [-0.21, 3.22, 1.95], [-2.08, -0.50, 4.94], [-0.27, -1.17, 5.08], [-2.37, 0.45, 3.27], [-3.40, -1.90, 5.20], [-2.22, 0.22, 5.75], [-0.89, -5.16, 4.19], [0.92, -5.83, 4.34], [-1.17, -4.20, 2.53], [-2.21, -6.56, 4.45], [-1.03, -4.44, 5.00], [-3.91, -0.04, -3.45], [-4.54, -1.86, -3.20], [-3.27, 0.74, -1.79], [-2.58, 0.07, -4.86], [-4.76, 0.55, -3.77], [-1.32, -0.75, -9.07], [-2.79, 0.48, -8.76], [0.38, 0.03, -8.56], [-1.62, -2.46, -8.20], [-1.28, -0.93, -10.14], [-6.79, -1.21, -7.16], [-4.90, -1.62, -7.33], [-7.08, 0.54, -6.38], [-7.73, -1.42, -8.84], [-7.21, -1.94, -6.47], [-2.64, -6.96, -0.61], [-1.09, -7.60, 0.37], [-4.23, -6.92, 0.50], [-2.31, -5.24, -1.45], [-2.83, -7.68, -1.41], [2.41, 1.40, 6.94], [3.79, 1.15, 5.61], [3.14, 1.99, 8.64], [1.01, 2.59, 6.31], [1.95, 0.43, 7.11], [2.23, 3.54, -7.19], [3.76, 2.91, -6.19], [0.63, 3.59, -6.10], [2.58, 5.26, -8.03], [2.05, 2.83, -7.99], [-7.10, 2.56, 2.62], [-5.29, 1.89, 2.74], [-7.40, 3.53, 0.97], [-8.41, 1.15, 2.88], [-7.23, 3.27, 3.44], [1.40, -5.24, -6.18], [0.61, -5.35, -4.41], [0.39, -6.26, -7.48], [1.66, -3.40, -6.74], [2.39, -5.69, -6.11], [10.49, 6.16, -1.12], [11.87, 5.88, -2.44], [11.22, 6.76, 0.58], [9.10, 7.35, -1.76], [10.02, 5.19, -0.93], [-11.94, -0.27, -10.08], [-12.57, -2.08, -9.82], [-11.30, 0.51, -8.42], [-10.61, -0.16, -11.49], [-12.79, 0.32, -10.39], [0.29, 4.55, 11.03], [-0.57, 2.95, 10.36], [1.49, 4.16, 12.51], [1.18, 5.54, 9.62], [-0.50, 5.19, 11.43], [-2.64, -5.52, 8.13], [-4.11, -4.31, 8.46], [-0.93, -4.74, 8.62], [-2.92, -7.24, 8.99], [-2.61, -5.70, 7.06]], "lowdin_charge": [-0.44, 0.61, -0.41, -0.26, -0.17, -0.17, -0.14, -0.34, 0.61, -0.42, -0.41, -0.25, -0.20, -0.18, -0.25, -0.13, -0.39, -0.44, -0.11, -0.08, 0.11, 0.06, 0.12, 0.11, 0.13, 0.12, 0.08, 0.11, 0.12, 0.12, 0.12, 0.09, 0.11, 0.07, -0.01, 0.10, 0.10, -1.50, 0.58, 0.83, 0.56, -0.03, -1.60, 0.58, 0.54, 0.58, -0.06, -1.55, 0.54, 0.83, 0.54, -0.04, -1.57, 0.53, 0.57, 0.53, -0.02, -1.58, 0.49, 0.56, 0.54, -0.02, -1.60, 0.55, 0.55, 0.54, -0.03, -1.61, 0.57, 0.55, 0.53, -0.04, -1.63, 0.58, 0.54, 0.54, -0.06, -1.57, 0.72, 0.57, 0.56, -0.03, -1.61, 0.56, 0.54, 0.54, -0.03, -1.62, 0.55, 0.55, 0.55, -0.05, -1.61, 0.55, 0.54, 0.55, -0.03, -1.61, 0.54, 0.55, 0.55, -0.03, -1.62, 0.54, 0.56, 0.56, -0.11], "e_homo_ev": -5.856, "charge": -1, "total_energy_ev": -3003304.8046, "lumo_energy_ev": 0.630}


No. 3
{"formula": "C26H31Cl2InN4O3P", "method": "wB97M-V/def2-TZVPD", "elements": ["In", "O", "N", "C", "C", "C", "C", "C", "C", "C", "P", "C", "C", "C", "C", "C", "C", "C", "C", "C", "C", "C", "C", "H", "H", "H", "H", "H", "H", "H", "H", "H", "H", "H", "H", "H", "H", "H", "H", "C", "O", "C", "O", "N", "N", "H", "H", "H", "H", "H", "H", "Cl", "C", "Cl", "H", "H", "C", "C", "C", "N", "H", "H", "H", "H", "H", "C", "H", "H"], "positions_angstrom": [[-0.83, -1.13, -0.51], [-1.60, 0.13, 2.46], [-2.33, 0.47, 1.34], [-2.13, 1.68, 1.00], [-1.19, 2.60, 1.67], [-1.70, 3.71, 2.34], [-0.85, 4.58, 3.00], [0.52, 4.35, 2.99], [1.03, 3.26, 2.30], [0.19, 2.37, 1.64], [0.92, 1.02, 0.64], [1.89, 0.00, 1.78], [1.63, -0.03, 3.15], [2.31, -0.93, 3.97], [3.26, -1.78, 3.43], [3.54, -1.74, 2.07], [2.86, -0.85, 1.25], [2.17, 1.95, -0.32], [1.71, 2.71, -1.39], [2.58, 3.50, -2.12], [3.93, 3.53, -1.79], [4.39, 2.79, -0.72], [3.52, 2.00, 0.02], [-1.72, -0.82, 2.53], [-2.72, 2.01, 0.15], [-2.77, 3.89, 2.34], [-1.25, 5.44, 3.52], [1.19, 5.03, 3.50], [2.11, 3.11, 2.27], [0.88, 0.63, 3.57], [2.09, -0.95, 5.03], [3.78, -2.48, 4.07], [4.29, -2.39, 1.65], [3.10, -0.81, 0.20], [0.65, 2.70, -1.64], [2.21, 4.08, -2.95], [4.61, 4.14, -2.36], [5.44, 2.82, -0.45], [3.89, 1.44, 0.86], [-2.16, -5.24, 0.67], [-0.84, -4.91, 0.28], [-0.65, -3.59, -0.15], [-1.68, -3.05, -0.86], [0.53, -3.72, -1.04], [1.05, -2.43, -1.35], [-2.18, -6.32, 0.80], [-2.88, -4.95, -0.10], [-2.43, -4.76, 1.61], [1.23, -4.30, -0.61], [1.36, -2.42, -2.32], [1.83, -2.17, -0.76], [-1.02, -2.18, -4.17], [-0.27, -0.64, -4.57], [0.14, 0.31, -3.10], [-0.95, -0.04, -5.16], [0.66, -0.82, -5.10], [-5.40, 0.33, -3.64], [-4.63, -0.93, -3.22], [-3.51, -0.63, -2.33], [-2.64, -0.41, -1.62], [-6.17, 0.05, -4.35], [-4.74, 1.06, -4.11], [-5.87, 0.79, -2.78], [-4.20, -1.45, -4.08], [-5.26, -1.64, -2.70], [-0.36, -2.60, 1.01], [-1.16, -2.68, 1.75], [0.61, -2.68, 1.49]], "nbo_charge": [1.44, -0.56, -0.11, 0.03, 0.00, -0.20, -0.18, -0.19, -0.18, -0.36, 0.94, -0.36, -0.21, -0.14, -0.21, -0.20, -0.24, -0.39, -0.19, -0.20, -0.18, -0.22, -0.15, 0.50, 0.22, 0.22, 0.23, 0.23, 0.23, 0.23, 0.22, 0.23, 0.23, 0.21, 0.21, 0.22, 0.23, 0.23, 0.22, -0.25, -0.54, 0.60, -0.91, -0.48, -0.68, 0.20, 0.19, 0.16, 0.36, 0.39, 0.37, 0.04, -0.39, 0.00, 0.23, 0.24, -0.59, -0.53, 0.53, -0.48, 0.24, 0.22, 0.23, 0.27, 0.28, -0.92, 0.21, 0.22], "relative_energy_ev": 0.919, "e_homo_ev": -10.610, "charge": 1, "total_energy_ev": -79066.4878, "lumo_energy_ev": -2.679}